No. 1
The following is a quantum chemistry calculation of a single C4H5N3 molecule, from the OMol25 dataset.

The geometry in XYZ format:
```
12
C4H5N3, DFT wB97M-V/def2-TZVPD
N -1.0753 -1.2163 0.2788
C 0.0660 -1.4187 -0.2085
C -0.0696 0.9394 -0.2966
C 1.0531 1.3570 0.3102
N 1.0008 -2.0447 -0.6075
C -1.4546 0.4727 0.1603
N -2.5467 0.8929 0.3776
H -1.6854 -2.0126 0.4727
H 1.9405 -1.6707 -0.5350
H -0.3192 1.6537 -1.0802
H 1.5014 0.7994 1.1266
H 1.5890 2.2480 0.0018
```

Computed properties:
HOMO level (spin up / spin down)	-8.221 / -8.220	eV
energy above the lowest of the compared OMol25 structures with the same formula, charge and spin	136.9	kcal per mole
lowest unoccupied orbital energy (spin up / spin down)	-0.996 / -0.996	eV
electronic energy	-319.4940	hartree

No. 2
The following is a quantum chemistry calculation of a molecular structure, C20H38Cl4F12N2O14S4Zn, from the OMol25 dataset.

The geometry in XYZ format:
```
95
C20H38Cl4F12N2O14S4Zn, DFT wB97M-V/def2-TZVPD
Zn 0.2973 -1.4680 1.3371
C 1.5900 -0.1762 4.8947
F 1.3735 -1.4574 5.0057
F 0.5774 0.5804 5.2258
F 2.6463 0.1331 5.6213
S 1.9493 0.2537 3.0008
O 2.8681 1.3958 2.9714
O 2.4126 -1.0122 2.4497
N 0.3804 0.2759 2.1459
S 0.1092 1.8094 2.0893
O 0.1464 2.3701 3.4275
O 0.8181 2.5726 1.0456
C -1.8261 1.7151 1.6420
F -2.5558 2.6465 2.2963
F -1.8636 1.8384 0.3139
F -2.3358 0.5097 1.8714
C -2.8479 -0.7181 -1.6981
F -3.5000 -1.1526 -2.7413
F -1.9277 0.1684 -2.0600
F -3.6915 -0.1215 -0.8050
S -2.0149 -2.2844 -0.9059
O -2.7842 -2.6973 0.2729
O -2.0042 -3.3770 -1.8836
N -0.4223 -1.6872 -0.4240
S 0.3698 -1.7100 -1.7361
O 1.2530 -2.8975 -1.7459
O -0.1885 -1.3981 -3.0409
C 1.4613 -0.2171 -1.2901
F 2.1796 -0.5653 -0.2662
F 2.2851 0.0032 -2.2467
F 0.6476 0.8265 -1.1170
C -1.6391 -2.2396 3.7345
O -0.6075 -2.5592 2.7187
C -0.6931 -3.9889 2.3002
C 0.6520 -4.4658 1.7417
O 1.2897 -3.2866 1.2365
C 2.6808 -3.5088 0.8885
H -1.8434 -3.1003 4.3712
H -2.5395 -2.0935 3.1379
H -1.4127 -1.3459 4.3160
H -1.5629 -4.0254 1.6442
H -0.8896 -4.6174 3.1687
H 0.5594 -5.2521 0.9925
H 1.3090 -4.9013 2.4945
H 3.1578 -2.7124 0.3172
H 2.7402 -4.4913 0.4202
H 3.2734 -3.5836 1.8002
C 9.0385 3.3388 -0.5472
O 7.8926 2.5605 -0.9975
C 6.8580 3.2833 -1.5640
C 5.7057 2.3579 -1.9877
O 6.0297 1.5052 -3.1371
C 5.0070 0.7145 -3.6513
H 9.7747 2.6009 -0.2285
H 8.7902 4.0073 0.2772
H 9.6130 3.8412 -1.3255
H 7.0648 3.8889 -2.4464
H 6.4646 3.9041 -0.7591
H 4.9071 3.0713 -2.1910
H 5.3689 1.6832 -1.2006
H 5.5311 0.0866 -4.3719
H 4.2493 1.3241 -4.1437
H 4.7505 0.1350 -2.7645
C -0.7150 3.2347 -3.9619
O 0.2894 4.1190 -3.5217
C 0.5844 4.1372 -2.1820
C -0.1595 5.0182 -1.2802
O -1.5238 4.5915 -1.4216
C -2.4841 5.3148 -0.9075
H -0.6634 2.1990 -3.6263
H -0.7889 3.1555 -5.0465
H -1.7174 3.5320 -3.6539
H 1.5650 4.6131 -2.1660
H 0.6043 3.0899 -1.8808
H -0.1282 6.0802 -1.5236
H 0.0781 4.9539 -0.2184
H -2.2505 5.4822 0.1440
H -3.4270 4.7689 -0.9386
H -2.6469 6.2243 -1.4857
Cl -7.4958 -1.9910 1.7056
C -7.4130 -0.1965 1.8916
C -5.9468 0.2395 2.2981
Cl -5.1662 -0.9865 3.4355
H -8.1809 0.1041 2.6044
H -7.7896 0.0634 0.9023
H -5.9615 1.2441 2.7208
H -5.3591 0.3333 1.3849
Cl -5.7197 -4.0008 -0.5332
C -4.7747 -5.5241 -0.6347
C -5.0359 -6.0273 -2.0245
Cl -6.6403 -6.3772 -2.6342
H -5.2594 -6.2210 0.0491
H -3.7171 -5.3419 -0.4439
H -4.3711 -6.8674 -2.2256
H -4.7081 -5.2545 -2.7199
```

Computed properties:
HOMO level	-9.357	eV
lowest unoccupied orbital energy	-0.267	eV
electronic energy	-8358.6610	hartree